The following is a DFT calculation (ωB97M-V/def2-TZVPD) of a cluster of 2 separate species, C4H13N3O in total in a non-equilibrium geometry.

For the orbital gap, the calculation gives 8.34 eV. The LUMO energy comes out at 0.963 eV. As for the charge: 0. As for the HOMO energy: -7.38 eV. Its spin multiplicity is 1.

Bonds (Å) are listed after each position.
Element x y z (Å)
1 C -1.36933 1.87943 1.31326  N4 1.445, H6 1.089, H7 1.093, H8 1.102
2 C 1.86252 -0.05092 0.41984  H9 1.086, H10 1.089, H11 1.086, N17 1.510
3 C -1.85203 -0.44248 0.83286  N4 1.447, H5 1.093, H12 1.089, H13 1.102
4 N -0.93637 0.66454 0.66063  C1 1.445, C3 1.447, H19 1.018
5 H -1.91409 -0.68996 1.89536  C3 1.093
6 H -0.65041 2.67162 1.10848  C1 1.089
7 H -1.40614 1.70833 2.39194  C1 1.093
8 H -2.36625 2.22000 0.98927  C1 1.102
9 H 1.37525 -0.50588 1.27737  C2 1.086
10 H 2.93207 -0.24295 0.48755  C2 1.089
11 H 1.68134 1.01742 0.34710  C2 1.086
12 H -1.46647 -1.30668 0.29361  C3 1.089
13 H -2.87117 -0.22625 0.47417  C3 1.102
14 N 0.91106 0.19862 -1.68433  O16 1.436, N17 1.288
15 C 1.53995 -1.96288 -1.04408  N17 1.306, H20 1.072, H21 1.072
16 O 0.46296 -0.43366 -2.89319  N14 1.436, H18 0.963
17 N 1.40341 -0.67540 -0.87597  C2 1.510, N14 1.288, C15 1.306
18 H 0.21158 0.31741 -3.44082  O16 0.963
19 H -0.76117 0.82602 -0.32900  N4 1.018
20 H 1.22516 -2.42098 -1.96104  C15 1.072
21 H 1.98812 -2.54533 -0.26302  C15 1.072